(1)
Formula: C33H57FFeN2O2Si
Source: OMol25
Level of theory: ωB97M-V/def2-TZVPD

Cartesian coordinates (Å):
O -0.0283 1.7962 -0.7780
O -0.5350 -2.7734 -3.4330
C -1.1596 2.2233 -1.5579
C -1.1753 3.7071 -1.9546
H -2.0573 2.0217 -0.9824
H -1.2551 1.6046 -2.4477
H -1.0647 4.3454 -1.0833
H -2.1203 3.9647 -2.4321
H -0.3808 3.9512 -2.6585
C 1.2378 2.0433 -1.4018
C 1.5037 1.3795 -2.7541
H 1.9996 1.6973 -0.7117
H 1.3864 3.1147 -1.5186
H 1.5859 0.3053 -2.6375
H 2.4527 1.7235 -3.1640
H 0.7334 1.6003 -3.4902
C 0.0903 -4.0395 -3.2110
C -1.1070 -2.5859 -4.7292
C 1.6120 -3.8796 -3.2066
H -0.2244 -4.7995 -3.9291
H -0.2178 -4.4163 -2.2372
H 1.9826 -3.5174 -4.1639
H 2.1017 -4.8290 -2.9935
H 1.9164 -3.1686 -2.4396
C -0.0906 -2.6578 -5.8782
H -1.5762 -1.6038 -4.7454
H -1.9113 -3.3030 -4.8951
H 0.7293 -1.9575 -5.7264
H -0.5661 -2.4088 -6.8268
H 0.3324 -3.6565 -5.9792
H -1.9650 -2.4190 -1.0471
N 1.2017 2.8810 1.9658
C 1.6408 3.0017 3.1751
C 1.7391 1.8751 4.0583
C 1.3635 0.6028 3.8362
C 2.2106 4.2913 3.7853
H 1.6466 5.1694 3.4759
H 3.2462 4.4337 3.4792
H 2.1821 4.2876 4.8747
C 1.6477 -0.4481 4.9092
H 2.2343 -1.2741 4.5072
H 0.7257 -0.8454 5.3237
H 2.2160 -0.0356 5.7425
N 0.7402 0.1637 2.6790
C 1.5092 3.9490 1.0824
C 0.6542 5.0674 0.9116
C -0.6452 5.2339 1.6852
C 1.0112 6.1217 0.0663
H 0.3418 6.9590 -0.0720
C 2.2390 6.1262 -0.5803
H 2.5094 6.9492 -1.2262
C 3.1360 5.0915 -0.3569
H 4.1067 5.1253 -0.8308
C 2.7965 4.0263 0.4812
C 3.8715 2.9626 0.7022
C 0.7486 -1.2002 2.3016
C -0.2838 -2.0684 2.7206
C -1.4797 -1.5637 3.5157
C -0.2411 -3.4218 2.3723
H -1.0347 -4.0883 2.6772
C 0.8215 -3.9258 1.6287
H 0.8471 -4.9731 1.3656
C 1.8539 -3.0823 1.2292
H 2.6764 -3.4896 0.6599
C 1.8292 -1.7243 1.5616
C 2.9919 -0.8469 1.1223
Fe 0.0210 1.3960 1.2612
H -1.5121 5.1112 1.0376
H -0.7013 6.2373 2.1079
H -0.7163 4.5483 2.5261
H 3.4766 2.0344 1.1121
H 4.6430 3.3385 1.3737
H 4.3493 2.7040 -0.2433
H -2.3142 -2.2631 3.4992
H -1.8287 -0.6311 3.0787
H -1.2203 -1.3626 4.5518
H 3.3912 -0.2986 1.9757
H 2.6413 -0.1183 0.3955
H 3.8090 -1.4198 0.6840
H 2.2010 2.1022 5.0057
C -2.4710 -2.8780 -0.2230
Si -4.1896 -3.5247 -0.6821
H -1.8713 -3.7575 -0.0328
H -2.5396 -2.3558 0.6973
C -5.0845 -2.4005 -1.8874
C -5.2643 -3.6791 0.8399
C -4.0989 -5.2533 -1.4049
H -5.0930 -5.6881 -1.5003
H -3.5110 -5.9112 -0.7656
H -3.6469 -5.2569 -2.3926
H -5.3422 -1.4495 -1.4239
H -6.0133 -2.8571 -2.2265
H -4.4798 -2.1951 -2.7670
H -5.2099 -2.7823 1.4505
H -4.9559 -4.5244 1.4507
H -6.3079 -3.8347 0.5705
F -1.4441 2.1767 2.1154

E_tot   -87198.804 eV
Multiplicity   6
Highest occupied orbital energy (alpha / beta)   -11.42 / -11.45 eV
Total charge   +1

Löwdin population analysis, charges in e, atoms 1 to 4: -0.25 -0.19 -0.20 -0.03

---

(2)
Formula: C33H57N3O5SiSm
Source: OMol25
Level of theory: ωB97M-V/def2-TZVPD

Cartesian coordinates (Å):
O 0.8321 -1.2694 -1.4816
O 0.9084 -0.2132 -6.0299
C 2.2873 -1.5698 -1.5532
C 2.6936 -2.7781 -0.7249
H 2.8096 -0.6545 -1.2140
H 2.4811 -1.7252 -2.6188
H 2.2444 -2.7736 0.2847
H 3.7868 -2.7573 -0.6394
H 2.4379 -3.7219 -1.2323
C -0.0546 -2.3913 -1.8103
C 0.3425 -3.0661 -3.1176
H -1.0695 -1.9629 -1.8554
H -0.0080 -3.0823 -0.9533
H 0.2683 -2.3962 -3.9959
H -0.3453 -3.9073 -3.2615
H 1.3535 -3.5079 -3.0766
C -0.1676 0.4056 -6.7643
C 1.8593 -0.9544 -6.8124
C -1.4786 -0.3439 -6.5935
H 0.0804 0.4680 -7.8407
H -0.2629 1.4272 -6.3603
H -1.3686 -1.3845 -6.9233
H -2.2422 0.1352 -7.2146
H -1.8217 -0.3298 -5.5503
C 1.2612 -2.1376 -7.5580
H 2.6128 -1.2976 -6.0905
H 2.3529 -0.2804 -7.5366
H 0.6340 -2.7620 -6.9100
H 2.0728 -2.7625 -7.9427
H 0.6640 -1.7976 -8.4125
H 1.5092 1.1083 -4.3854
N -0.9175 -1.0400 2.3040
C -1.9223 -0.3111 2.8234
C -2.2165 1.0000 2.4367
C -2.4359 1.4581 1.1255
C -2.7166 -1.0424 3.8304
H -2.0396 -1.6507 4.4377
H -3.4411 -1.7457 3.3997
H -3.2461 -0.3193 4.4635
C -3.2957 2.6637 0.9955
H -3.9294 2.5949 0.1016
H -2.7074 3.5971 0.9992
H -3.9550 2.6998 1.8707
N -1.8104 0.9710 0.0331
C -0.6274 -2.4185 2.3962
C 0.7046 -2.7885 2.6747
C 1.7645 -1.8509 3.1281
C 1.0525 -4.1258 2.5162
H 2.0873 -4.4243 2.7252
C 0.0985 -5.0519 2.1106
H 0.3689 -6.1010 2.0977
C -1.1642 -4.6612 1.6908
H -1.8922 -5.3752 1.2851
C -1.5008 -3.3143 1.7578
C -2.7423 -2.8116 1.1025
C -1.8970 1.6355 -1.2254
C -1.1241 2.8167 -1.4539
C -0.1412 3.3823 -0.4335
C -1.4129 3.5449 -2.6037
H -0.9157 4.5122 -2.7491
C -2.2987 3.0341 -3.5513
H -2.4818 3.5881 -4.4653
C -2.9782 1.8249 -3.3486
H -3.6447 1.4148 -4.1140
C -2.8272 1.1351 -2.1590
C -3.5679 -0.1397 -1.8713
Sm 0.4944 0.6370 -0.2197
H 2.6185 -1.8650 2.4282
H 2.1169 -2.1430 4.1291
H 1.3997 -0.8276 3.2063
H -2.6475 -1.7821 0.7103
H -3.5958 -2.8625 1.7952
H -2.9755 -3.4620 0.2494
H 0.4061 4.1877 -0.9388
H 0.7200 2.8041 0.0186
H -0.6675 3.8455 0.4159
H -3.9109 -0.2223 -0.8257
H -2.9279 -1.0156 -2.0830
H -4.4491 -0.2189 -2.5307
H -2.5226 1.6755 3.2423
C 1.4975 2.1737 -4.0947
Si 2.8730 3.2048 -4.9176
H 0.4953 2.5525 -4.3338
H 1.6100 2.2321 -3.0015
C 4.4539 2.1765 -4.9499
C 3.1183 4.7978 -3.9318
C 2.4347 3.7465 -6.6736
H 3.2729 4.3108 -7.1101
H 1.5573 4.4101 -6.6769
H 2.2249 2.8962 -7.3367
H 4.8600 2.0635 -3.9345
H 5.2253 2.6549 -5.5711
H 4.2674 1.1708 -5.3532
H 3.1450 4.6072 -2.8503
H 2.3026 5.5078 -4.1347
H 4.0634 5.2840 -4.2128
O 1.1355 1.6967 2.1981
N 0.2499 1.5215 3.1255
O 0.5869 1.3874 4.3288
O -0.0648 -0.4592 1.4511

E_tot   -75625.858 eV
Multiplicity   6
Highest occupied orbital energy (alpha / beta)   -9.35 / -9.37 eV
Total charge   +1

Löwdin population analysis, charges in e, atoms 1 to 4: -0.39 -0.23 -0.21 -0.04

---

(3)
Formula: C33H57N4OP2PtS
Source: OMol25
Level of theory: ωB97M-V/def2-TZVPD

Cartesian coordinates (Å):
C 2.3144 -1.2249 -1.7339
C 1.2254 0.6106 -2.7265
C 3.1739 -1.3301 -2.8265
C 2.0048 0.5001 -3.8778
C 2.9978 -0.4822 -3.9094
H 3.9214 -2.1237 -2.8143
H 1.8354 1.1860 -4.7028
H 3.6231 -0.5830 -4.7918
N 1.4251 -0.2239 -1.6926
P 0.5902 -2.3058 0.1555
P -0.0401 2.2632 -0.8242
C 2.2725 -2.2434 -0.6080
H 2.5646 -3.2345 -0.9877
H 3.0068 -1.9816 0.1683
C 0.0460 1.5327 -2.5741
H 0.0443 2.3111 -3.3431
C -1.6377 3.2727 -0.8109
C 1.4403 3.4266 -0.6818
C -0.3793 -3.4197 -1.0225
C 0.8703 -3.2027 1.7889
C -2.7568 2.4437 -0.1608
H -2.6207 2.3256 0.9230
H -3.7132 2.9568 -0.3406
H -2.8311 1.4378 -0.5963
C -1.4972 4.5969 -0.0448
H -1.2309 4.4665 1.0121
H -0.7826 5.2772 -0.5225
H -2.4774 5.0974 -0.0675
C -2.0821 3.6217 -2.2375
H -2.8694 4.3905 -2.1635
H -1.2837 4.0591 -2.8500
H -2.5210 2.7570 -2.7542
C 1.4454 3.9963 0.7587
H 0.9161 3.3458 1.4776
H 2.4822 4.0870 1.1107
H 1.0064 5.0023 0.8097
C 2.7515 2.6538 -0.9247
H 2.8001 1.7163 -0.3622
H 2.8994 2.4432 -1.9928
H 3.5899 3.2863 -0.5868
C 1.3382 4.5306 -1.7573
H 0.5822 4.3333 -2.5289
H 1.1520 5.5156 -1.3093
H 2.2984 4.6104 -2.2912
C -0.5148 -3.4801 2.3832
H -0.3936 -3.9543 3.3681
H -1.0917 -2.5546 2.5149
H -1.1037 -4.1583 1.7506
C 1.6703 -2.2983 2.7368
H 2.6609 -2.0472 2.3327
H 1.1386 -1.3744 2.9866
H 1.8370 -2.8477 3.6774
C 1.6426 -4.5276 1.6484
H 2.4286 -4.4972 0.8849
H 2.1322 -4.7385 2.6101
H 0.9828 -5.3811 1.4602
C -0.0165 -3.1115 -2.4824
H 1.0193 -3.3844 -2.7271
H -0.6773 -3.7069 -3.1342
H -0.1776 -2.0525 -2.7232
C -1.8845 -3.1570 -0.7956
H -2.2681 -2.4293 -1.5268
H -2.4343 -4.1081 -0.8992
H -2.1098 -2.7332 0.1955
C -0.0740 -4.9111 -0.8255
H 1.0006 -5.1273 -0.9039
H -0.4802 -5.3096 0.1108
H -0.5745 -5.4589 -1.6394
Pt -0.0823 -0.0028 0.0191
C 1.2205 0.5346 1.2497
O 2.0175 0.9058 2.0137
N -1.4870 -0.1778 -1.6125
C -1.2533 0.5351 -2.6213
C -2.0864 0.4005 -3.9715
C -1.6609 1.4058 -5.0318
C -1.7880 -0.9780 -4.5506
C -3.5883 0.5333 -3.6574
H -1.8105 2.4440 -4.7242
H -0.6113 1.2546 -5.3075
H -2.2687 1.2453 -5.9310
H -2.0721 -1.7774 -3.8577
H -2.3514 -1.1234 -5.4807
H -0.7187 -1.0736 -4.7835
H -4.0736 1.2297 -4.3546
H -4.0817 -0.4405 -3.7612
H -3.7847 0.8752 -2.6340
C -1.0219 -1.0161 5.0541
N -0.6809 0.3398 4.6072
C -0.0827 1.3428 5.3643
C 0.0203 2.4330 4.5688
N -0.4457 2.0683 3.3134
C -0.9132 0.7859 3.3539
S -1.6536 -0.0987 2.0897
H -2.0184 -1.2772 4.6782
H -0.3022 -1.7476 4.6600
H -1.0217 -1.0490 6.1467
H 0.2001 1.1972 6.3931
H 0.3936 3.4261 4.7786
H -0.5330 2.6902 2.5114

E_tot   -75807.279 eV
Multiplicity   3
Highest occupied orbital energy (alpha / beta)   -6.48 / -10.27 eV
Total charge   +1

Löwdin population analysis, charges in e, atoms 1 to 4: -0.38 -0.37 -0.06 -0.05

---

(4)
Formula: C33H57N9O9
Source: OMol25
Level of theory: ωB97M-V/def2-TZVPD

Cartesian coordinates (Å):
C -1.0206 4.5100 2.3091
C -2.2154 4.9730 3.1570
C -3.5725 4.8611 2.3214
O -2.1187 4.6302 4.4960
H -0.0606 4.6634 2.8021
H -1.0374 4.9989 1.3350
H -1.0702 3.4317 2.1581
H -2.0156 6.0412 3.2427
H -4.2541 4.4089 3.0418
H -3.5212 4.4188 1.3265
H -4.1782 5.7673 2.3307
C -2.7542 0.3955 -0.6024
C -1.8026 1.5659 -0.7693
C -0.5888 1.4267 0.1271
O -1.3552 1.7960 -2.0922
H -2.2009 -0.5436 -0.6048
H -3.5822 0.4031 -1.3112
H -3.0943 0.4659 0.4307
H -2.3587 2.3878 -0.3183
H -0.8432 1.0716 1.1257
H -0.1350 2.4177 0.1316
H 0.0282 0.7307 -0.4413
C -3.1654 -8.7835 -0.8400
C -4.2803 -8.0681 -0.8188
C -4.2272 -6.6528 -0.8700
C -2.9923 -6.0185 -1.1932
C -1.8059 -6.8238 -1.2519
C -1.8655 -8.2034 -1.0611
C -0.5429 -6.2049 -1.5865
O 0.5117 -6.8008 -1.6316
C -0.6086 -4.7212 -1.8876
C 0.6166 -3.9679 -2.0655
C 0.4925 -2.6306 -2.2378
C -0.6999 -1.8956 -2.2725
C -1.8377 -2.6100 -2.1732
C -1.8371 -3.9899 -1.8452
C -3.0607 -4.5686 -1.2978
O -3.9579 -3.8603 -0.8793
H -3.1791 -9.8225 -0.5456
H -5.1617 -8.5980 -0.4890
H -5.2068 -6.2167 -0.9987
H -0.9952 -8.8007 -1.2895
H 1.5191 -4.5325 -2.2472
H 1.4745 -2.2181 -2.4165
H -0.6261 -0.8894 -2.6577
H -2.7555 -2.0408 -2.1805
C -3.8537 4.7100 -2.9228
O -4.2652 5.8870 -3.1010
N -2.6169 4.4442 -2.7947
N -4.5857 3.5500 -2.9362
H -2.2901 3.5241 -2.5362
H -1.9163 5.1630 -2.9062
H -3.8426 2.9008 -3.1513
H -5.5790 3.4756 -3.1033
C 2.2895 3.2561 -3.1713
O 3.0899 3.7796 -3.8874
N 2.5088 2.3041 -2.3167
N 1.1062 3.7940 -2.9635
H 3.4207 1.8722 -2.2716
H 1.6251 1.9628 -1.9666
H 0.3849 3.2147 -2.5583
H 0.8548 4.7158 -3.2909
C 3.9810 3.9486 0.2513
O 4.1699 4.8203 -0.5602
N 2.9049 3.2362 0.2968
N 4.5640 3.8133 1.3576
H 2.4738 2.6377 0.9867
H 2.6746 3.2072 -0.6862
H 5.3770 4.3930 1.5097
H 4.0477 3.2092 1.9809
C -2.6039 0.9024 -5.2475
O -3.1912 0.5061 -6.2369
N -3.1712 1.3429 -4.2103
N -1.4024 0.4647 -5.0274
H -4.1786 1.3977 -4.2576
H -2.5987 1.3239 -3.3785
H -1.0225 -0.1074 -5.7680
H -0.9967 0.5719 -4.1087
C 2.9151 -2.0248 1.1584
C 3.8142 -1.0991 2.0119
C 3.3698 0.3097 1.7942
C 2.1079 0.6921 2.4936
C 2.1387 0.3381 3.9948
C 2.5166 -1.1652 4.2019
N 3.7201 -1.5043 3.4005
O 4.1012 -2.8118 3.6646
C 2.9406 -1.2048 5.7115
C 1.3011 -2.0367 4.0364
C 5.2590 -1.0634 1.5775
H 3.0119 -1.7378 0.1114
H 1.8608 -2.0014 1.4343
H 3.2809 -3.0515 1.1436
H 4.0849 1.0811 2.0800
H 3.1832 0.3925 0.7235
H 1.1992 0.2096 2.1338
H 1.8475 1.7426 2.3640
H 1.1112 0.5023 4.3198
H 2.6079 1.0578 4.6656
H 3.7882 -0.5320 5.8418
H 2.1199 -1.1683 6.4279
H 3.4868 -2.1145 5.9609
H 0.6807 -2.0126 4.9323
H 0.6727 -1.7470 3.1942
H 1.6125 -3.0603 3.8281
H 5.2846 -0.7839 0.5242
H 5.7622 -2.0034 1.3512
H 5.8397 -0.5701 2.3569
H 4.9656 -2.7575 4.0788

E_tot   -66979.389 eV
Multiplicity   2
Highest occupied orbital energy   0.88 eV
Total charge   -3

Löwdin population analysis, charges in e, atoms 1 to 4: -0.12 -0.69 -0.08 -0.41